# 1
Molecular formula: C9H6O
Method: DFT, the ωB97M-V functional and the def2-TZVPD basis

Frontier orbital gap = 9.5 eV
ΔE to the lowest compared entry with this formula, charge and spin = 2.657 eV
LUMO = -0.06 eV
SMILES = C#Cc1ccccc1C=O

Geometry as ORCA input:
```
! RIJCOSX wB97M-V def2-TZVPD def2/J DEFGRID3
* xyz 0 1
O -0.90 -0.91 2.87
C 0.09 0.65 -0.21
C 0.23 3.23 0.66
C 0.04 -2.06 -1.05
C 0.33 -0.98 -1.88
C 0.34 0.36 -1.54
C 0.21 2.10 0.15
C -0.20 -0.28 0.70
C -0.54 -0.07 2.15
C -0.26 -1.71 0.32
H 0.06 -2.97 -1.17
H -0.52 -2.42 0.95
H 0.28 4.18 0.80
H 0.62 1.19 -1.96
H -0.07 0.97 2.34
H 0.29 -1.28 -3.14
*
```

These are the natural (NBO) partial charges, in e, on atoms 1 to 4:
1. O -0.50
2. C -0.07
3. C -0.18
4. C -0.21

# 2
Molecular formula: C3H5O3Pm
Method: DFT, the ωB97M-V functional and the def2-TZVPD basis

Frontier orbital gap (spin up / spin down) = 6.0 / 6.2 eV
⟨S²⟩ = 8.760
ΔE to the lowest compared entry with this formula, charge and spin = 2.709 eV
LUMO (spin up / spin down) = -4.89 / -4.80 eV

Geometry as ORCA input:
```
! RIJCOSX wB97M-V def2-TZVPD def2/J DEFGRID3
* xyz 1 6
Pm 4.46 0.12 -0.48
O 0.12 -0.85 -0.54
O 1.83 0.68 -0.63
O -0.02 1.08 0.51
C -1.25 -0.76 -0.13
C -1.38 0.71 0.29
C 0.83 0.19 -0.05
H 2.46 -0.84 0.61
H -1.88 -1.03 -0.98
H -1.80 1.34 -0.50
H -1.94 0.84 1.22
H -1.43 -1.46 0.69
*
```

These are the natural (NBO) partial charges, in e, on atoms 1 to 4:
1. Pm 1.66
2. O -0.47
3. O -0.78
4. O -0.47

# 3
Molecular formula: C51H42F2NO14Si
Method: DFT, the ωB97M-V functional and the def2-TZVPD basis

Frontier orbital gap = 4.5 eV
LUMO = -0.42 eV

Geometry as ORCA input:
```
! RIJCOSX wB97M-V def2-TZVPD def2/J DEFGRID3
* xyz -1 1
Si -2.98 0.26 -0.11
F 0.94 0.43 2.59
F 2.24 -0.05 0.76
O 0.33 -1.58 -4.25
O -1.65 -8.82 4.93
O -1.50 -3.21 -0.64
O 3.74 0.98 6.53
O -4.23 5.37 -0.98
O -0.77 -8.31 -0.27
O -4.60 10.39 -2.64
O 3.92 -4.05 4.84
O 1.73 1.56 -1.60
O 5.13 0.22 -5.63
O 8.73 2.59 -1.45
O 0.93 -6.41 -4.10
O 0.27 3.27 -1.47
O 4.19 4.52 0.50
N 2.19 2.62 1.29
C 2.51 -2.09 -4.98
C -1.16 3.29 2.13
C 5.71 2.72 0.42
C 3.71 -1.64 -5.32
C 1.74 0.28 -4.55
C -1.68 -7.38 1.68
C -5.72 8.39 -2.11
C -0.97 -8.43 0.92
C -0.22 -0.41 0.55
C 6.07 4.87 -0.87
C -0.60 -4.66 -3.75
C -1.21 -3.86 -2.87
C 7.21 4.38 -1.36
C -5.62 7.13 -1.69
C -5.42 0.64 1.54
C 0.65 -5.77 -1.85
C 5.23 4.07 0.05
C 7.69 3.03 -1.00
C 0.37 -5.68 -3.30
C -1.67 -0.16 1.22
C -0.94 -3.95 -1.43
C 4.43 -2.51 6.54
C 3.88 -2.89 5.22
C -4.45 1.32 0.57
C -4.51 9.24 -2.26
C 0.94 2.00 0.72
C -3.80 -1.31 -0.87
C -2.27 1.28 -1.59
C -3.21 8.63 -1.92
C -5.83 3.57 0.68
C -0.51 -9.62 1.66
C -6.79 2.88 1.64
C -0.73 -9.75 2.97
C -1.90 -7.51 2.99
C 6.85 2.24 -0.07
C -4.62 2.79 0.13
C 0.98 2.27 -0.85
C -6.61 1.43 2.07
C 4.02 -0.19 -5.31
C 1.43 -1.16 -4.56
C 4.39 -1.24 6.96
C 3.78 -0.18 6.14
C 3.22 -0.56 4.82
C -3.11 7.37 -1.51
C -1.44 -8.70 3.73
C 3.27 -1.83 4.40
C 2.95 0.73 -4.90
C -4.32 6.52 -1.36
C 0.04 -4.96 -0.98
C -0.27 2.83 1.37
C 0.95 0.46 1.15
H 7.22 1.25 0.18
H -7.66 3.51 2.03
H -1.38 0.78 -2.09
H 0.23 -5.01 0.09
H 2.26 -3.15 -4.98
H -1.63 0.58 2.08
H 3.19 1.79 -4.89
H -4.30 -1.87 -0.01
H -2.42 -6.75 3.57
H 2.87 -2.13 3.44
H -1.93 -3.11 -3.18
H 2.72 3.03 0.51
H -5.27 -0.46 1.81
H -2.01 -6.51 1.12
H 1.37 -6.51 -1.54
H 0.01 -10.38 1.09
H -2.34 9.27 -2.04
H 0.06 -1.51 0.74
H -6.49 6.49 -1.57
H -1.83 3.58 3.00
H 4.88 -3.30 7.13
H -7.35 0.93 2.78
H -3.06 -1.95 -1.44
H 5.70 5.85 -1.13
H -0.79 -4.60 -4.81
H -1.99 -1.17 1.68
H 1.94 3.35 1.96
H -3.90 3.31 -0.57
H 5.08 2.15 1.10
H -2.16 6.91 -1.26
H 7.83 4.95 -2.04
H 4.51 -2.30 -5.62
H 0.94 0.95 -4.25
H 4.79 -0.94 7.92
H -0.40 -10.62 3.53
H -4.65 -0.93 -1.53
H -6.67 8.85 -2.35
H -5.94 4.64 0.31
H -0.24 -0.30 -0.58
H -3.11 1.31 -2.37
H -2.07 2.36 -1.27
H 2.78 0.23 4.23
*
```

These are the Löwdin partial charges, in e, on atoms 1 to 4:
1. Si 0.57
2. F 0.00
3. F 0.01
4. O 0.09

# 4
Molecular formula: C2H8OS2
Method: DFT, the ωB97M-V functional and the def2-TZVPD basis

Frontier orbital gap = 9.3 eV
ΔE to the lowest compared entry with this formula, charge and spin = 0.291 eV
LUMO = 0.68 eV
SMILES = CSSC.O

Geometry as ORCA input:
```
! RIJCOSX wB97M-V def2-TZVPD def2/J DEFGRID3
* xyz 0 1
S 1.94 -1.25 0.17
S 1.12 -0.32 -1.43
O -2.33 3.97 1.69
C 0.77 -0.91 1.50
C 0.39 -1.71 -2.36
H -2.00 3.88 0.78
H -0.66 -1.82 -2.13
H 0.56 0.15 1.61
H -2.30 4.88 1.97
H 0.91 -2.62 -2.12
H 0.56 -1.48 -3.42
H -0.15 -1.45 1.32
H 1.19 -1.31 2.42
*
```

These are the natural (NBO) partial charges, in e, on atoms 1 to 4:
1. S 0.08
2. S 0.07
3. O -0.95
4. C -0.75

# 5
Molecular formula: C23H16N8O8SSe2Yb
Method: DFT, the ωB97M-V functional and the def2-TZVPD basis

Frontier orbital gap = 4.1 eV
⟨S²⟩ = 0.751
ΔE to the lowest compared entry with this formula, charge and spin = 3.191 eV
LUMO = 0.03 eV

Geometry as ORCA input:
```
! RIJCOSX wB97M-V def2-TZVPD def2/J DEFGRID3
* xyz -1 2
Yb 3.60 9.10 12.54
Se 1.27 16.74 13.33
Se 4.52 8.48 9.92
S 6.71 10.01 16.49
O 5.01 3.37 15.20
O 3.08 8.07 10.70
O 2.52 7.97 14.19
O 5.26 7.03 9.27
O 5.61 9.17 11.17
O 2.36 5.84 15.01
O 3.66 3.26 13.34
O 4.24 9.70 8.88
N 9.22 10.50 15.83
N 5.03 7.37 13.31
N 2.70 15.79 13.88
N 6.23 5.54 13.25
N 4.19 11.23 13.61
N 0.40 15.19 12.78
N 1.60 10.52 12.88
N 8.86 9.68 18.04
C 0.91 12.82 12.66
C 3.24 12.20 13.44
C 5.03 5.22 13.84
C 5.87 12.91 14.14
C 4.56 3.83 14.19
C 4.90 13.87 14.12
C 10.18 9.57 18.14
C 1.23 14.21 12.96
C 10.51 10.49 16.00
C 1.86 11.81 13.05
C 4.26 6.43 13.87
C -0.61 11.02 12.19
C 8.41 10.13 16.82
C -0.29 12.37 12.08
C 3.60 13.56 13.66
C 7.16 7.57 12.08
C 5.47 11.58 13.88
C 2.89 6.80 14.44
C 6.17 6.84 12.81
C 11.44 11.01 14.92
C 2.56 14.53 13.50
C 11.10 9.97 17.17
C 0.34 10.11 12.60
H 6.48 8.34 11.39
H -1.56 10.67 11.92
H 10.80 11.36 14.12
H 6.93 13.04 14.45
H 6.18 10.79 14.07
H 0.13 9.04 12.64
H 12.12 10.17 14.59
H 12.18 9.94 17.30
H 7.70 7.01 11.29
H 7.05 4.92 13.15
H 10.51 9.09 19.11
H 2.80 3.72 13.38
H -0.89 13.13 11.59
H 7.73 8.36 12.68
H 5.06 14.87 14.55
H 12.03 11.85 15.34
*
```

These are the natural (NBO) partial charges, in e, on atoms 1 to 4:
1. Yb 2.10
2. Se 0.85
3. Se 2.58
4. S -0.46

# 6
Molecular formula: C5H10O2
Method: DFT, the ωB97M-V functional and the def2-TZVPD basis

Frontier orbital gap = 10.7 eV
ΔE to the lowest compared entry with this formula, charge and spin = 2.790 eV
LUMO = 1.04 eV

Geometry as ORCA input:
```
! RIJCOSX wB97M-V def2-TZVPD def2/J DEFGRID3
* xyz 0 1
O 1.11 0.81 -0.60
O -0.48 -1.35 0.56
C -1.06 -0.35 -0.32
C -1.63 0.91 0.33
C 0.55 -1.59 -0.43
C 0.28 -0.23 -1.06
C 1.49 0.81 0.78
H -0.90 1.72 0.27
H -1.82 -0.85 -0.93
H 0.26 -0.15 -2.15
H 2.57 0.66 0.85
H -2.53 1.22 -0.19
H 0.98 0.05 1.38
H 1.24 1.79 1.20
H 0.28 -2.44 -1.07
H 1.54 -1.75 0.00
H -1.87 0.74 1.38
*
```

These are the natural (NBO) partial charges, in e, on atoms 1 to 4:
1. O -0.53
2. O -0.54
3. C 0.07
4. C -0.65

# 7
Molecular formula: C18H20N3O4PS3W
Method: DFT, the ωB97M-V functional and the def2-TZVPD basis

Frontier orbital gap (spin up / spin down) = 4.6 / 4.5 eV
⟨S²⟩ = 0.762
ΔE to the lowest compared entry with this formula, charge and spin = 1.440 eV
LUMO (spin up / spin down) = -12.34 / -12.46 eV

Geometry as ORCA input:
```
! RIJCOSX wB97M-V def2-TZVPD def2/J DEFGRID3
* xyz 3 2
W 0.67 -0.72 -0.26
S -0.14 -5.10 1.11
S 2.61 -0.30 1.27
S 0.14 1.64 0.30
P 1.01 0.82 1.99
O -0.09 -0.37 2.19
O -6.40 -0.47 -2.55
O 1.09 1.60 3.30
O -6.59 0.96 -0.86
N 0.34 -2.53 0.18
N -0.26 -0.17 -1.99
N 2.08 -1.00 -1.74
C -0.44 -0.57 4.66
C -5.93 0.25 -1.73
C -2.34 -0.68 -0.97
C 2.81 -0.27 -3.95
C -0.17 -1.29 3.37
C 4.21 -1.69 -2.61
C 1.84 -0.34 -2.94
C -1.64 0.07 -1.93
C 1.85 2.82 3.64
C -2.34 0.96 -2.75
C 4.01 -0.94 -3.79
C 2.85 3.19 2.58
C -3.71 1.06 -2.65
C 0.12 -3.67 0.58
C 3.25 -1.68 -1.62
C 0.49 0.11 -3.05
C -3.71 -0.59 -0.87
C -4.40 0.29 -1.71
H 0.42 -0.02 5.01
H 3.40 -2.22 -0.69
H 1.11 3.60 3.79
H -1.79 -1.43 -0.35
H 3.43 4.04 2.93
H -1.00 -1.95 3.11
H 3.55 2.37 2.40
H -1.30 0.09 4.57
H 0.11 0.53 -3.97
H -4.26 1.72 -3.30
H -1.82 1.58 -3.47
H 2.33 2.58 4.59
H 2.36 3.47 1.65
H 2.62 0.31 -4.83
H -0.67 -1.33 5.41
H -6.09 1.52 -0.25
H 0.77 -1.85 3.40
H -4.26 -1.20 -0.17
H 4.77 -0.91 -4.55
H 5.11 -2.27 -2.48
*
```

These are the natural (NBO) partial charges, in e, on atoms 1 to 4:
1. W 1.57
2. S 0.54
3. S -0.20
4. S -0.20

# 8
Molecular formula: C47H46N7P2S3Se2V
Method: DFT, the ωB97M-V functional and the def2-TZVPD basis

Frontier orbital gap (spin up / spin down) = 5.7 / 5.8 eV
⟨S²⟩ = 2.015
ΔE to the lowest compared entry with this formula, charge and spin = 1.113 eV
LUMO (spin up / spin down) = -6.10 / -5.97 eV

Geometry as ORCA input:
```
! RIJCOSX wB97M-V def2-TZVPD def2/J DEFGRID3
* xyz 2 3
Se -2.03 5.01 0.83
Se -0.78 -0.28 -2.17
V -0.72 -1.62 -0.05
S 1.69 -3.77 -2.14
S 2.91 -1.06 -3.72
S 5.03 -4.17 -3.44
P -0.91 3.91 2.21
P -0.86 1.72 -1.23
N -4.69 -5.61 -2.68
N 1.09 -2.08 0.69
N -2.14 -2.91 -0.84
N -0.47 1.27 2.75
N -0.66 0.10 0.95
N -0.50 0.07 2.30
N -1.23 -2.63 1.71
C 3.12 4.50 2.17
C 0.74 4.55 2.54
C -1.74 3.72 3.80
C -0.62 2.16 1.72
C 2.17 3.05 -3.57
C 2.13 6.33 3.38
C -1.79 -4.21 -1.00
C -4.78 2.65 -1.15
C -2.60 -5.13 -1.61
C 1.87 3.93 2.01
C -2.70 -3.44 3.39
C 4.69 -1.40 -3.74
C 4.17 -5.08 -2.15
C 1.18 -3.27 -3.80
C -4.22 -3.39 -1.91
C 5.19 -2.48 -2.78
C -3.35 -2.53 -1.31
C 2.21 -2.47 -4.60
C 0.49 2.70 -1.88
C 2.32 -3.29 2.31
C -2.51 3.49 -2.52
C -3.10 3.33 6.20
C 0.85 3.90 -1.27
C -3.73 4.09 -2.78
C 3.25 5.70 2.86
C -0.22 -3.32 2.27
C -3.12 3.49 3.80
C -0.41 -4.14 3.36
C 1.13 -2.96 1.72
C -3.86 -4.74 -2.09
C 0.88 5.76 3.22
C -4.86 3.68 -2.09
C -3.57 2.05 -0.89
C 1.87 4.66 -1.81
C 3.48 -2.64 1.90
C -2.43 2.47 -1.57
C -3.79 3.30 4.99
C 2.53 4.24 -2.96
C -2.43 -2.67 2.27
C 1.15 2.27 -3.03
C 3.41 -1.69 0.90
C -1.05 3.73 5.01
C -0.71 1.42 0.56
C 2.67 -5.28 -2.38
C -1.73 3.54 6.21
C 2.20 -1.45 0.28
C -1.68 -4.21 3.92
H -5.59 -5.33 -3.03
H 3.03 -3.12 -4.89
H -3.79 4.89 -3.50
H 0.90 1.34 -3.52
H 4.29 -1.14 0.59
H 3.32 4.84 -3.38
H 5.01 -1.61 -4.76
H 0.27 -2.69 -3.65
H -3.50 1.27 -0.13
H -5.67 2.35 -0.61
H -4.86 3.14 4.99
H 4.42 -2.86 2.38
H 5.13 -0.45 -3.46
H 2.68 2.71 -4.46
H 2.23 7.26 3.91
H 2.09 -0.76 -0.55
H 0.01 6.28 3.59
H -1.85 -4.84 4.78
H 2.36 -4.01 3.12
H -3.63 3.19 7.13
H 1.73 -2.10 -5.51
H 2.48 -5.65 -3.39
H 6.25 -2.31 -2.58
H 0.32 4.27 -0.40
H -3.20 -2.07 1.81
H 0.41 -4.71 3.77
H -1.19 3.57 7.14
H -4.43 -6.58 -2.80
H 0.90 -4.17 -4.36
H 4.65 -2.43 -1.83
H 4.34 -4.59 -1.19
H 2.14 5.60 -1.33
H 4.23 6.15 2.98
H 1.78 2.99 1.48
H -5.81 4.16 -2.28
H -0.82 -4.51 -0.64
H -3.66 3.52 2.86
H 2.29 -6.03 -1.68
H -3.69 -3.43 3.83
H -3.60 -1.48 -1.20
H -2.25 -6.15 -1.71
H 4.00 4.02 1.76
H -1.62 3.82 -3.04
H 0.02 3.86 5.03
H -5.18 -3.02 -2.26
H 4.65 -6.06 -2.10
*
```

These are the Löwdin partial charges, in e, on atoms 1 to 4:
1. Se 0.41
2. Se 0.54
3. V 0.71
4. S 0.84